[1]
A molecular structure, C45H31BrN6O10STi at a distorted geometry, computed with ωB97M-V/def2-TZVPD.

## Properties
E_LUMO (alpha / beta) = 2.06 / 2.03 eV
Strongest force on any atom = 4.7 eV/A
Spin multiplicity = 2
ΔE to the lowest compared entry with this formula, charge and spin = 18.5 kcal/mol
Frontier orbital gap (alpha / beta) = 6.91 / 7.06 eV
HOMO (alpha / beta) = -0.1781 / -0.1847 hartree
Total charge = -1

CARTESIAN COORDINATES (ANGSTROEM)
Ti 1.559685 0.277730 0.105614
C -6.275254 -0.353390 1.568290
O -5.305507 -1.113506 2.255578
C -4.482571 -0.706339 3.245983
C -3.606309 -1.649753 3.723230
C -2.858974 -1.395634 4.859820
C -2.911771 -0.107856 5.448534
C -3.788239 0.844604 4.943449
C -4.598473 0.543544 3.837148
N -2.091518 0.162116 6.590359
N -0.876195 0.192324 6.489104
C -0.207251 0.005535 5.197558
C 0.468119 -1.280530 5.082558
C 1.147254 -1.636581 3.844734
C 1.088273 -0.691510 2.786938
O 1.548960 -0.920313 1.595797
C 0.504173 0.576145 3.032816
N 0.715381 1.405552 1.966554
C 0.249544 2.652346 1.980590
C -0.312632 3.138904 3.182876
C -0.524647 2.292357 4.261099
C -0.133100 0.951747 4.207386
H -6.775326 -1.001399 0.848524
H -5.828941 0.439880 0.943464
H -6.931093 0.126544 2.292993
H -3.546791 -2.579251 3.159346
H -2.190306 -2.170477 5.328699
H -3.594198 1.826437 5.311214
H -5.141629 1.266701 3.306748
H 0.409119 -1.997312 5.903287
H 1.635724 -2.612115 3.754580
H 0.271783 3.199174 1.008115
H -0.703447 4.185199 3.179030
H -1.135639 2.566708 5.092579
O 3.164403 -3.839669 -0.842663
S 2.163070 -2.833260 -1.053474
O 0.971097 -2.931178 -0.263927
N 2.815903 -1.362392 -0.788538
C 4.156298 -1.192633 -0.740365
C 5.244985 -2.058503 -1.217884
C 6.545560 -1.624420 -1.265794
C 6.934830 -0.361573 -0.727854
C 6.002822 0.454858 -0.122339
C 6.316736 1.632226 0.646738
C 5.371693 2.306464 1.298506
C 4.020135 1.919268 1.146140
N 3.649093 0.867106 0.437168
C 4.609914 0.030137 -0.101712
C 1.658246 -2.976300 -2.731627
C 2.010544 -4.124475 -3.373029
C 1.657119 -4.295946 -4.728114
C 1.037835 -3.290166 -5.388323
C 0.647509 -2.084534 -4.752878
C 0.969301 -1.980574 -3.402947
H 4.994996 -2.996100 -1.606360
H 7.293651 -2.228749 -1.707347
H 7.974359 -0.132879 -0.728447
H 7.355093 2.006199 0.677810
H 5.550069 3.152215 1.892061
H 3.183799 2.556541 1.401018
H 2.505886 -4.921534 -2.829023
H 1.925607 -5.241283 -5.165208
H 0.942948 -3.253924 -6.491618
H 0.168675 -1.285815 -5.360661
H 0.755642 -0.992258 -2.974601
O -1.663983 1.863988 -0.374446
C -1.438080 0.696207 -0.587526
O -0.262771 0.077638 -0.544743
C -2.567507 -0.192504 -1.018325
C -2.403626 -1.650331 -0.833257
C -3.379840 -2.582343 -1.185000
C -4.533003 -2.018489 -1.688139
O -5.627995 -2.617762 -2.275704
C -6.469600 -1.574602 -2.749670
O -6.054650 -0.413411 -2.130770
C -4.774116 -0.659444 -1.635263
C -3.817774 0.317743 -1.281357
H -1.439653 -2.014471 -0.489901
H -3.228140 -3.696870 -1.132320
H -7.445578 -1.733432 -2.414122
H -6.243418 -1.388641 -3.891731
H -4.087660 1.450945 -1.327040
Br 1.115173 7.376803 -3.766657
C 1.185101 5.500709 -3.737585
C 1.260579 4.926454 -5.032729
N 1.268301 3.639853 -5.227913
C 1.225787 2.870335 -4.159404
C 1.305222 3.343217 -2.866892
C 1.249181 4.699119 -2.622172
C 1.528381 2.229831 -1.797390
O 1.685400 1.042241 -2.151227
O 1.634498 2.552854 -0.614580
H 1.382466 5.593214 -5.929821
H 1.162348 1.851604 -4.387115
H 1.058934 5.155117 -1.616505

Force components x, y, z for each atom (eV/Å):
0.32 0.68 -0.51
0.85 1.07 0.09
0.20 -1.32 -1.03
-1.39 1.11 0.04
0.59 -0.94 0.40
0.63 -0.03 0.61
-0.45 -1.16 -0.93
0.82 -0.74 -0.54
1.48 -0.59 0.61
-1.14 0.30 0.21
1.53 0.31 -0.23
0.68 -4.26 1.86
-0.26 2.16 -1.91
-1.27 1.27 1.16
0.13 -1.70 1.09
0.55 -0.43 0.41
1.25 0.25 -1.43
-0.88 0.96 -0.71
0.36 -0.97 0.02
-1.03 0.72 0.25
-0.55 0.80 -1.05
0.53 0.43 -0.73
-0.12 -0.20 0.49
0.14 -0.12 0.33
-0.47 -0.10 -0.11
0.04 0.03 0.36
-0.79 0.91 -0.80
-0.69 0.79 0.23
-0.85 1.09 -0.22
0.05 0.33 -0.16
-0.22 0.50 -0.20
0.19 -0.37 1.14
0.38 -1.04 0.21
0.00 0.67 0.57
0.24 -0.69 -0.11
0.23 0.59 1.30
-0.51 0.12 -0.21
-1.13 -0.48 -0.21
2.79 0.04 -0.02
-2.07 2.13 0.57
-0.03 2.61 1.29
-0.17 -2.05 -0.91
-1.57 -0.17 0.99
1.58 -0.76 -1.07
-1.71 -0.26 0.06
-0.63 -0.66 -1.36
0.93 -0.10 0.48
0.50 0.39 -0.56
0.24 0.60 -0.08
-0.41 -1.09 -0.94
0.78 -0.68 1.60
-0.78 2.16 -1.89
0.62 -1.27 0.01
-0.72 2.16 -0.66
-0.31 -1.10 -0.49
0.60 -0.64 -0.31
0.63 0.42 0.03
-0.50 -0.45 -0.04
0.49 1.06 0.62
0.16 0.09 0.54
0.07 0.18 -0.10
0.05 -0.04 -0.49
-0.18 -0.68 0.69
0.44 -0.59 0.85
0.13 -0.62 0.48
0.28 0.98 0.28
1.24 -1.45 -0.53
-1.93 0.89 -0.05
0.45 -2.97 1.79
0.16 1.59 -0.74
0.41 -0.55 -0.09
-0.82 0.76 -0.17
-0.09 -0.87 0.25
2.63 0.47 -2.06
0.71 1.44 1.25
0.56 1.00 -0.38
-1.86 0.86 -1.05
-0.04 0.22 -0.03
-0.10 1.45 -0.03
-1.77 -0.66 -0.32
-1.00 -0.89 1.67
0.78 -2.30 0.15
-0.09 0.44 0.53
0.36 -0.39 -1.74
0.45 1.83 0.03
-0.33 0.02 -0.93
0.34 0.69 0.12
0.15 -2.20 0.90
-1.02 1.14 1.01
0.13 0.38 -1.46
-0.12 -0.13 -0.44
-0.33 0.58 2.06
-0.33 -0.67 1.00
0.09 -1.50 0.23
0.72 -0.76 -0.88

Here are the Löwdin charges for atoms 1 to 5, given in e:
1. Ti 1.120
2. C -0.069
3. O -0.087
4. C -0.298
5. C 0.002



[2]
A molecular structure, C45H32BCoF4I2NO2P2 at a distorted geometry, computed with ωB97M-V/def2-TZVPD.

## Properties
E_LUMO (alpha / beta) = -0.65 / 0.03 eV
Strongest force on any atom = 1.3 eV/A
Spin multiplicity = 2
ΔE to the lowest compared entry with this formula, charge and spin = 5.3 kcal/mol
Frontier orbital gap (alpha / beta) = 6.61 / 7.25 eV
HOMO (alpha / beta) = -0.2666 / -0.2651 hartree

CARTESIAN COORDINATES (ANGSTROEM)
Co 0.665724 -0.113570 -0.077026
O -2.635978 -0.227366 -0.571993
C -3.132235 -1.502064 -0.671943
C -4.426430 -1.779777 -1.092124
C -4.857354 -3.093967 -1.136569
C -4.004360 -4.126043 -0.767935
C -2.694604 -3.843132 -0.422887
C -2.233527 -2.530238 -0.397730
P -0.451629 -2.170754 -0.089263
C 0.312883 -3.441449 -1.137809
C 1.533541 -4.018786 -0.797196
C 2.161097 -4.884895 -1.678476
C 1.589406 -5.161790 -2.909973
C 0.389554 -4.563197 -3.269743
C -0.243995 -3.700204 -2.392625
C -0.368298 -2.724220 1.653089
C -0.034384 -3.997454 2.097855
C -0.067201 -4.285490 3.455541
C -0.453382 -3.319794 4.371688
C -0.811598 -2.052898 3.931862
C -0.758236 -1.755620 2.581001
C -3.220230 0.749972 0.193015
C -4.447526 0.679287 0.831021
C -4.894201 1.786073 1.542113
C -4.133910 2.939778 1.622453
C -2.880095 2.982090 1.027783
C -2.407756 1.886267 0.321279
P -0.737053 1.684354 -0.383882
C 0.115843 3.195586 0.152977
C 0.757228 4.052871 -0.733866
C 1.544498 5.088403 -0.251825
C 1.700229 5.271153 1.113646
C 1.062501 4.418236 2.005257
C 0.280339 3.381515 1.527266
C -1.071303 1.878611 -2.162674
C -1.818477 2.960929 -2.621222
C -2.077410 3.102111 -3.975153
C -1.599337 2.159473 -4.875157
C -0.867169 1.073208 -4.420030
C -0.603691 0.930875 -3.067286
H -5.080148 -0.973954 -1.398112
H -5.864932 -3.314153 -1.463948
H -4.352940 -5.150064 -0.774735
H -2.011911 -4.648023 -0.180163
H 2.019258 -3.759505 0.132069
H 3.113907 -5.316750 -1.403709
H 2.089296 -5.829075 -3.600180
H -0.049127 -4.759047 -4.239604
H -1.177383 -3.232005 -2.681176
H 0.252398 -4.767256 1.394497
H 0.213173 -5.273263 3.798090
H -0.476559 -3.553031 5.428205
H -1.125818 -1.297165 4.640990
H -1.025249 -0.762996 2.225986
H -5.048448 -0.216239 0.792894
H -5.856691 1.736491 2.034504
H -4.501747 3.799734 2.165985
H -2.258664 3.863071 1.119076
H 0.661143 3.891974 -1.799693
H 2.054549 5.739401 -0.950327
H 2.325482 6.072593 1.485601
H 1.192667 4.551699 3.071781
H -0.201024 2.701475 2.222129
H -2.194735 3.691037 -1.913642
H -2.649520 3.951120 -4.326994
H -1.798469 2.275331 -5.932756
H -0.488132 0.343229 -5.123924
H -0.018561 0.092332 -2.710027
I 3.374649 2.748682 -3.236189
C 3.646882 2.445709 -1.191064
C 4.727031 3.001086 -0.508440
C 4.863988 2.797160 0.839717
I 6.519643 3.665683 1.802646
C 3.917358 2.040818 1.565208
C 3.972488 1.779965 2.948760
C 2.990510 1.034724 3.540226
C 1.945212 0.532965 2.756121
N 1.856888 0.750903 1.465556
C 2.824454 1.486261 0.855797
C 2.690290 1.657501 -0.560313
O 1.693272 1.118695 -1.195115
H 5.459071 3.579638 -1.054316
H 4.804262 2.160864 3.525200
H 3.018393 0.819409 4.599072
H 1.171312 -0.077547 3.204981
F 4.018095 -3.001747 -0.278590
B 3.780964 -1.672647 0.021958
F 4.025811 -1.394363 1.368324
F 4.456775 -0.801516 -0.813089
F 2.319386 -1.457287 -0.192733

Force components x, y, z for each atom (eV/Å):
1.08 0.54 -0.58
-0.34 0.11 -0.18
0.09 -0.35 0.15
-0.04 0.16 -0.05
0.01 -0.02 0.00
0.02 -0.05 0.02
-0.05 -0.02 0.00
0.12 0.42 -0.10
-0.63 -0.68 0.59
0.18 0.19 -0.14
-0.24 -0.04 0.10
0.00 -0.07 0.00
0.03 -0.01 0.01
-0.02 0.02 -0.05
-0.03 -0.01 0.06
0.05 0.13 0.02
-0.03 0.03 -0.05
0.01 -0.06 0.02
-0.01 -0.01 0.02
-0.02 0.03 0.02
0.02 -0.07 -0.09
0.11 0.27 0.20
0.03 -0.15 -0.10
-0.01 0.02 0.00
-0.02 0.09 0.05
0.01 -0.05 -0.07
0.10 -0.56 0.08
0.08 0.16 -0.30
0.03 -0.12 0.15
-0.18 -0.04 0.00
0.01 0.04 0.01
0.01 0.01 -0.04
0.01 0.00 0.06
-0.08 0.06 -0.06
0.04 -0.05 0.03
0.02 -0.07 0.05
-0.03 0.06 0.00
-0.02 0.03 0.02
0.02 -0.04 -0.08
-0.01 0.05 0.10
0.01 0.02 0.05
-0.01 0.01 0.01
0.01 0.00 -0.02
0.00 -0.01 -0.03
-0.10 -0.17 -0.07
0.00 0.04 -0.01
-0.01 -0.01 0.00
0.00 0.00 0.00
0.01 -0.01 -0.04
0.04 0.00 -0.03
-0.01 0.00 -0.01
0.00 0.00 0.00
0.01 0.00 0.00
-0.01 0.01 0.07
-0.01 -0.02 -0.03
0.00 0.00 0.00
-0.01 -0.01 0.00
-0.03 0.01 0.02
0.06 0.01 -0.02
0.00 -0.01 0.00
0.01 -0.01 0.00
-0.01 -0.01 0.00
0.05 0.01 0.02
-0.01 0.03 -0.03
0.00 -0.01 -0.01
0.01 -0.01 0.00
-0.01 -0.01 0.03
0.06 0.00 -0.07
0.14 0.06 0.08
-0.58 -0.35 -0.19
0.10 -0.05 0.21
0.32 0.25 0.01
-0.15 -0.07 -0.08
-0.17 -0.11 -0.15
-0.12 -0.09 0.06
0.19 0.16 0.03
-0.16 -0.09 -0.10
-0.07 -0.16 -0.07
0.26 0.08 0.00
0.46 0.32 -0.11
-0.29 -0.34 0.42
-0.01 0.03 0.02
-0.02 0.02 0.03
-0.01 -0.04 -0.01
0.00 -0.01 -0.02
0.21 0.06 0.03
0.39 0.40 0.24
-0.12 -0.07 -0.21
-0.18 -0.15 0.10
-0.59 0.31 0.00

Here are the Löwdin charges for atoms 1 to 5, given in e:
1. Co 0.387
2. O -0.057
3. C -0.253
4. C -0.014
5. C -0.061



Question: Number 2 is which compound?
Answer: C45H32BCoF4I2NO2P2



Question: The highest ΔE to the lowest compared entry with this formula, charge and spin belongs to which entry?
Answer: C45H31BrN6O10STi



Question: Look up the ΔE to the lowest compared entry with this formula, charge and spin of the second one.
Answer: 5.3 kcal/mol